Here is the molecule C19H24N2O4S2 from the OMol25 dataset. Energies are from ωB97M-V/def2-TZVPD.

Cartesian coordinates (Å):
C: -5.74288 -0.82972 -0.28665
H: -5.61818 -1.11365 -1.33409
O: -4.50832 -0.45412 0.28442
C: -3.45666 -1.31802 0.15725
C: -3.58706 -2.66905 -0.12836
C: -2.47216 -3.49142 -0.15385
C: -1.22011 -2.97148 0.10672
C: -1.07312 -1.61762 0.35897
C: -2.17750 -0.77906 0.37444
N: -2.06776 0.60825 0.57684
S: -2.73443 1.64445 -0.54268
O: -3.18415 0.90911 -1.68058
O: -1.76779 2.69077 -0.78290
C: -4.11981 2.44429 0.30788
H: -4.59989 1.71498 0.94315
H: -4.79826 2.80333 -0.45482
H: -3.71567 3.27089 0.87649
C: -1.14230 1.15429 1.54180
C: 0.34444 1.02033 1.16726
O: 1.15062 0.52977 1.93545
N: 0.63921 1.48469 -0.05343
H: -0.07976 1.98788 -0.56366
C: 1.96535 1.35681 -0.62118
C: 2.98635 2.21274 0.12539
H: 2.78133 3.27378 -0.01574
H: 2.97017 1.97466 1.18788
S: 4.67474 1.93286 -0.48442
C: 5.17236 0.48444 0.52971
C: 4.43439 -0.75991 0.15936
C: 4.62939 -1.33934 -1.09033
C: 3.92271 -2.46946 -1.45613
C: 3.01303 -3.03497 -0.57686
C: 2.81807 -2.46727 0.67036
C: 3.52456 -1.33520 1.03887
H: 3.34655 -0.88578 2.00382
H: 2.10956 -2.89917 1.36174
H: 2.45904 -3.91601 -0.86677
H: 4.07919 -2.90954 -2.43012
H: 5.32938 -0.88615 -1.77760
H: 5.01499 0.75275 1.57406
H: 6.24043 0.38604 0.33397
H: 1.92311 1.64873 -1.67060
H: 2.26954 0.30749 -0.55687
H: -1.28982 0.66036 2.50734
H: -1.37475 2.21671 1.63939
H: -0.09121 -1.21537 0.54392
H: -0.34969 -3.60838 0.09762
H: -2.59348 -4.54143 -0.37213
H: -4.55979 -3.09421 -0.31738
H: -6.37974 0.05162 -0.22591
H: -6.21046 -1.64872 0.26968

Properties
Multiplicity: 1
Largest force on an atom: 1.0 eV/Å
Orbital gap: 8.8 eV
Net charge: 0
Relative energy (zero: lowest compared OMol25 entry of this formula, charge and spin): 11.7 kcal per mole
LUMO energy: 0.51 eV